1.
Here is a 8-piece molecular cluster, C58H54F7NO4 overall at a distorted geometry from the Open Molecules 2025 dataset. Energies are from the ωB97M-V functional and the def2-TZVPD basis.

Computed properties:
**SMILES string**: COCCCCc1ccc(C[C@@H]2CO2)c2c1C(=O)NC2=O.Fc1ccccc1.Fc1ccccc1.Fc1ccccc1.Fc1ccccc1.Fc1ccccc1.Fc1ccccc1.Fc1ccccc1
**HOMO**: -9.03 eV
**LUMO level**: -1.56 eV

Geometry as ORCA input:
```
! wB97M-V def2-TZVPD RIJCOSX def2/J DEFGRID3
* xyz 0 1
C -2.374 2.865 4.930
O -1.217 1.954 5.042
C -0.003 2.630 4.526
C 1.267 2.083 5.418
C 2.447 1.430 4.469
C 3.406 2.589 3.737
C 3.652 2.097 2.181
C 4.603 0.789 1.758
C 4.800 0.292 0.176
C 4.029 1.108 -1.063
C 4.184 0.589 -2.610
C 4.486 2.015 -3.638
C 3.505 2.072 -5.069
O 5.111 1.716 -5.040
C 3.112 2.388 -0.610
C 2.922 2.881 0.942
C 1.938 4.190 0.874
O 1.187 4.811 1.786
N 2.099 4.612 -0.602
C 2.195 3.385 -1.533
O 1.620 3.238 -2.731
H -3.393 2.317 5.110
H -2.369 3.345 3.840
H -2.233 3.711 5.757
H -0.113 3.815 4.611
H 0.132 2.316 3.390
H 0.847 1.329 6.232
H 1.774 3.007 5.974
H 1.897 0.876 3.566
H 3.087 0.599 5.001
H 2.801 3.600 3.786
H 4.460 2.657 4.260
H 5.125 0.225 2.665
H 5.467 -0.665 -0.001
H 3.239 0.064 -3.059
H 5.195 0.024 -2.784
H 4.739 3.100 -3.063
H 2.815 1.129 -5.187
H 3.273 3.153 -5.467
H 1.253 5.096 -1.010
F 2.769 -1.613 2.195
C 2.404 -2.572 1.335
C 2.583 -2.372 -0.030
C 2.207 -3.373 -0.926
C 1.646 -4.559 -0.448
C 1.465 -4.749 0.923
C 1.851 -3.753 1.820
H 3.013 -1.441 -0.383
H 2.350 -3.229 -1.994
H 1.348 -5.338 -1.147
H 1.024 -5.671 1.293
H 1.726 -3.887 2.889
F -1.831 -0.804 1.760
C -2.896 -1.120 2.508
C -3.179 -0.374 3.647
C -4.291 -0.700 4.423
C -5.103 -1.776 4.058
C -4.808 -2.522 2.916
C -3.703 -2.189 2.133
H -2.532 0.453 3.920
H -4.524 -0.118 5.311
H -5.967 -2.033 4.666
H -5.440 -3.362 2.635
H -3.464 -2.753 1.238
F -1.884 0.445 -5.231
C -2.309 0.046 -4.025
C -1.772 0.629 -2.882
C -2.218 0.217 -1.626
C -3.189 -0.783 -1.527
C -3.718 -1.366 -2.679
C -3.280 -0.946 -3.935
H -1.013 1.398 -2.979
H -1.810 0.672 -0.727
H -3.533 -1.107 -0.547
H -4.471 -2.146 -2.599
H -3.687 -1.382 -4.841
F -2.977 -3.801 -0.658
C -2.889 -4.869 -1.462
C -3.934 -5.784 -1.501
C -3.845 -6.894 -2.342
C -2.704 -7.081 -3.127
C -1.658 -6.159 -3.077
C -1.753 -5.044 -2.245
H -4.809 -5.627 -0.878
H -4.660 -7.611 -2.386
H -2.633 -7.948 -3.780
H -0.769 -6.308 -3.686
H -0.952 -4.312 -2.200
F -5.022 4.403 1.311
C -3.978 4.796 0.568
C -2.990 3.875 0.236
C -1.905 4.282 -0.541
C -1.815 5.609 -0.968
C -2.809 6.526 -0.626
C -3.899 6.117 0.142
H -3.072 2.851 0.585
H -1.132 3.568 -0.812
H -0.967 5.927 -1.571
H -2.735 7.560 -0.956
H -4.686 6.815 0.410
F 2.915 -4.247 7.912
C 3.592 -4.563 6.799
C 3.390 -3.821 5.641
C 4.098 -4.146 4.484
C 4.993 -5.218 4.496
C 5.186 -5.961 5.662
C 4.486 -5.628 6.821
H 2.684 -2.996 5.649
H 3.952 -3.567 3.576
H 5.542 -5.474 3.592
H 5.880 -6.798 5.667
H 4.630 -6.189 7.739
F -1.559 4.307 -10.602
C -1.508 3.926 -9.318
C -1.827 2.615 -8.981
C -1.770 2.217 -7.645
C -1.404 3.138 -6.660
C -1.091 4.452 -7.008
C -1.138 4.847 -8.345
H -2.117 1.917 -9.758
H -2.009 1.192 -7.372
H -1.364 2.827 -5.618
H -0.811 5.168 -6.239
H -0.889 5.863 -8.634
*
```

---

2.
Here is a 2-piece molecular cluster, C9H19NOP overall at a distorted geometry from the Open Molecules 2025 dataset. Energies are from the ωB97M-V functional and the def2-TZVPD basis.

Computed properties:
**HOMO**: -10.81 eV
**Energy above the lowest of the compared OMol25 structures with the same formula, charge and spin**: 64.0 kcal/mol
**LUMO level**: -4.43 eV

Geometry as ORCA input:
```
! wB97M-V def2-TZVPD RIJCOSX def2/J DEFGRID3
* xyz 1 1
C 1.845 0.533 -1.279
C -0.822 -0.142 -0.179
C 2.259 0.432 1.150
C 3.968 -0.195 -0.664
C -2.331 -1.715 -1.432
C -0.673 -2.547 -0.017
C -0.734 2.655 0.008
C -3.242 1.261 0.248
C 2.507 -0.135 -0.295
N -1.241 -1.316 -0.591
O 1.233 0.966 -2.140
P -1.723 1.341 -0.850
H 2.603 1.518 1.285
H 1.199 0.509 1.353
H 2.882 -0.051 1.834
H 4.335 0.784 -0.652
H 4.559 -0.909 -0.096
H 4.147 -0.600 -1.638
H -2.891 -0.842 -2.031
H -3.083 -2.100 -0.652
H -2.057 -2.477 -2.150
H 0.081 -2.364 0.735
H -0.472 -3.212 -0.870
H -1.431 -3.177 0.487
H 0.050 3.260 -0.607
H -0.366 2.211 0.993
H -1.470 3.528 0.134
H -3.962 0.424 0.170
H -3.598 2.291 -0.095
H -2.911 1.294 1.269
H 1.881 -1.074 -0.145
*
```

---

3.
Here is C3H17B2ClCoCrN3O10 as an isolated structure at a distorted geometry from the Open Molecules 2025 dataset. Energies are from the ωB97M-V functional and the def2-TZVPD basis.

Computed properties:
**Expectation value of S²**: 20.08
**HOMO (alpha / beta)**: -15.25 / -15.25 eV
**Energy above the lowest of the compared OMol25 structures with the same formula, charge and spin**: 33.5 kcal/mol
**LUMO level (alpha / beta)**: -12.83 / -12.46 eV

Geometry as ORCA input:
```
! wB97M-V def2-TZVPD RIJCOSX def2/J DEFGRID3
* xyz 2 9
Cr -1.422 -2.104 -2.054
Co -0.976 -1.247 3.982
Cl 0.607 -0.703 0.853
O 1.217 0.428 0.267
O -0.222 -1.341 -0.114
O 1.589 -1.664 1.295
O -0.118 -0.203 1.989
B -3.048 -1.081 3.140
H -2.191 -1.353 2.543
H -2.692 -0.786 4.116
H -3.497 -0.268 2.590
H -3.751 -1.899 3.159
B -0.745 -3.495 3.499
H -1.538 -3.118 4.126
H -0.372 -4.393 3.967
H -1.202 -3.661 2.535
H 0.032 -2.762 3.344
C -1.708 2.864 0.451
N -0.562 3.732 0.811
O -0.063 3.666 1.991
O -0.034 4.478 -0.055
H -1.443 2.488 -0.537
H -2.593 3.499 0.467
H -1.746 1.952 1.047
C 1.653 2.593 -2.716
N 0.503 2.045 -3.493
O -0.258 1.202 -3.009
O 0.379 2.449 -4.665
H 2.544 2.152 -3.162
H 1.648 2.211 -1.694
H 1.650 3.682 -2.687
C 3.184 -1.318 -2.855
N 1.840 -1.397 -3.449
O 1.772 -1.452 -4.664
O 0.933 -1.330 -2.711
H 3.526 -2.322 -2.606
H 3.268 -0.588 -2.050
H 3.836 -0.956 -3.650
*
```

---

4.
Here is a 2-piece molecular cluster, C2H3BrO2 overall at a distorted geometry from the Open Molecules 2025 dataset. Energies are from the ωB97M-V functional and the def2-TZVPD basis.

Computed properties:
**SMILES string**: BrC1=CO1.O
**HOMO (alpha / beta)**: -7.96 / -7.97 eV
**Energy above the lowest of the compared OMol25 structures with the same formula, charge and spin**: 124.1 kcal/mol
**LUMO level (alpha / beta)**: 0.36 / 0.36 eV

Geometry as ORCA input:
```
! wB97M-V def2-TZVPD RIJCOSX def2/J DEFGRID3
* xyz 0 1
C -0.638 -1.419 0.493
C -1.581 -0.738 -0.103
O -1.106 -1.848 -0.873
O 0.316 1.730 0.400
Br -3.177 0.192 -0.052
H 0.268 -1.412 1.079
H 1.054 1.921 -0.320
H 0.073 2.563 0.622
*
```